Record 1
Entry from the OMol25 dataset: C17H20N4OS in the gas phase (the ωB97M-V functional and the def2-TZVPD basis).

Geometry as XYZ:
```
43
Properties=species:S:1:pos:R:3
C -1.15242 -3.03979 -0.74848
C -2.14057 -1.99781 -0.32167
C -3.26773 -2.33785 0.41107
C -4.17657 -1.36087 0.77901
C -3.99455 -0.03139 0.44093
C -4.99977 1.00605 0.85146
C -2.85115 0.32524 -0.29535
N -2.66793 1.65230 -0.65991
C -1.45850 2.15968 -1.23641
C -0.20945 2.19641 -0.34893
O 0.81351 2.74034 -0.72493
N -0.33933 1.56775 0.83703
N 0.64905 1.49438 1.82679
C 1.83801 0.79518 1.72456
S 2.41619 0.13378 3.11927
N 2.41525 0.82823 0.51096
C 3.58095 0.21328 0.05318
C 4.15936 0.74311 -1.10061
C 5.29779 0.17300 -1.63391
C 5.86980 -0.93600 -1.03102
C 5.28746 -1.47218 0.10417
C 4.14733 -0.90921 0.64835
C -1.94383 -0.66838 -0.66582
H -1.13719 -3.86846 -0.04481
H -1.42746 -3.43389 -1.72740
H -0.15052 -2.62227 -0.82365
H -3.43701 -3.36530 0.69466
H -5.05233 -1.63955 1.34718
H -5.83218 0.53534 1.36741
H -5.39132 1.53223 -0.01920
H -4.55995 1.74158 1.52865
H -3.20954 2.31821 -0.13420
H -1.19755 1.57875 -2.12858
H -1.63106 3.18556 -1.57268
H -1.15210 0.97476 0.98183
H 0.27145 1.49198 2.76691
H 2.05982 1.56234 -0.10910
H 3.70904 1.60730 -1.56852
H 5.74077 0.59599 -2.52337
H 6.76190 -1.37982 -1.44645
H 5.72184 -2.34111 0.57554
H 3.70314 -1.33766 1.53060
H -1.06264 -0.41122 -1.23456
```

Output
Net charge   0
SMILES   Cc1ccc(C)c(NCC(=O)NNC(=S)Nc2ccccc2)c1
Energy above the lowest of the compared OMol25 structures with the same formula, charge and spin   55.9 kJ/mol

Record 2
Entry from the OMol25 dataset: 3 unconnected molecules or ions with the total composition C17H20NO10 in a non-equilibrium geometry (the ωB97M-V functional and the def2-TZVPD basis).

Geometry as XYZ:
```
48
Properties=species:S:1:pos:R:3
C 3.18692 -0.54076 -1.84980
N 3.85897 0.80738 -1.71168
C 3.21738 1.87689 -2.57040
C 1.58163 1.88367 -2.39124
C 0.73132 2.00955 -3.64264
C -0.91526 1.95133 -3.35417
O -1.78616 2.76362 -3.97361
C -1.36019 0.83221 -2.19344
C -2.64917 -0.17303 -2.31745
O -2.36638 -1.48716 -2.53639
O -4.06764 0.25978 -2.19712
C -0.50671 0.69978 -0.94452
C 0.82011 1.71782 -0.91120
O 1.24191 2.32232 0.20863
H 2.40666 -0.62290 -0.95043
H 3.91522 -1.45768 -1.72499
H 2.56921 -0.69236 -2.83193
H 3.83226 1.08843 -0.68574
H 3.42148 1.55723 -3.70203
H 3.68890 2.94642 -2.43557
H 1.19349 2.10725 -4.72115
H -0.75546 -0.07236 -0.09783
C 3.83877 -4.42732 1.37609
C 4.29260 -3.06957 1.87238
C 3.40475 -2.48823 2.92980
O 3.60611 -1.09527 2.76641
C 3.94255 -0.90811 1.45332
O 3.99876 0.17864 0.90357
O 4.20466 -2.10091 0.83988
H 4.41363 -4.72280 0.49199
H 3.96169 -5.19131 2.14930
H 2.78689 -4.40543 1.07081
H 5.33802 -3.11758 2.20136
H 3.69087 -2.80356 3.93798
H 2.34145 -2.70298 2.77733
C -5.75349 0.53620 0.29175
C -5.95702 1.18006 1.64813
C -5.15493 2.42962 1.84711
O -4.99448 2.46925 3.25433
C -5.04545 1.17063 3.68258
O -4.75063 0.80278 4.80694
O -5.46824 0.34105 2.68217
H -6.21942 -0.45456 0.26520
H -6.18313 1.15040 -0.50500
H -4.68899 0.38567 0.08121
H -7.02554 1.35038 1.82904
H -5.67678 3.32411 1.49317
H -4.16116 2.39142 1.38785
```

Output
Net charge   -1

Number 1: gap between HOMO and LUMO 8.62 eV. Number 2: gap between HOMO and LUMO 6.45 eV.